Record 1
Molecular formula: CHN3O4S
Method: DFT, ωB97M-V/def2-TZVPD

Output
HOMO energy (spin up / spin down) = -10.968 / -10.969 eV
energy above the lowest of the compared OMol25 structures with the same formula, charge and spin = 73.7 kJ/mol
HOMO-LUMO gap (spin up / spin down) = 8.98 / 8.98 eV
E_LUMO (spin up / spin down) = -2.0 / -2.0 eV
E_tot = -24541.9017 eV

Structure (ORCA input):
```
! RIJCOSX wB97M-V def2-TZVPD def2/J DEFGRID3
* xyz 0 1
C -1.24 -0.24 0.27
N -1.13 -0.82 1.30
N -1.42 0.74 -0.49
N 0.35 -1.83 0.91
O 0.85 -2.38 1.83
O 0.55 -1.80 -0.30
O 1.47 0.92 -1.79
O 1.32 2.75 -0.22
S 1.16 1.34 -0.46
H -1.91 1.32 -1.06
*
```

---

Record 2
Molecular formula: C5H9FN2O4S
Method: DFT, ωB97M-V/def2-TZVPD

Output
HOMO energy = -10.349 eV
HOMO-LUMO gap = 10.97 eV
SMILES = CC(=O)N(C(C)=O)N(C)S(=O)(=O)F
E_LUMO = 0.6 eV
E_tot = -30052.9293 eV

Structure (ORCA input):
```
! RIJCOSX wB97M-V def2-TZVPD def2/J DEFGRID3
* xyz 0 1
C 2.10 -1.18 0.77
C 1.68 0.17 0.28
O 2.31 1.17 0.51
N 0.52 0.32 -0.52
C -0.21 1.58 -0.35
C -0.28 2.26 0.99
O -0.75 2.03 -1.31
N -0.30 -0.84 -0.67
C -0.86 -0.95 -2.03
S -1.42 -1.11 0.52
O -0.88 -0.70 1.76
O -1.96 -2.41 0.33
F -2.55 -0.10 0.15
H 1.75 -1.27 1.80
H 1.69 -2.01 0.20
H 3.19 -1.21 0.77
H -1.34 2.27 1.27
H 0.05 3.28 0.87
H 0.26 1.73 1.77
H -0.04 -0.95 -2.75
H -1.58 -0.16 -2.24
H -1.38 -1.91 -2.09
*
```

---

Record 3
Molecular formula: C16H66N4O15
Method: DFT, ωB97M-V/def2-TZVPD

Output
HOMO energy = -9.145 eV
energy above the lowest of the compared OMol25 structures with the same formula, charge and spin = 217.0 kJ/mol
HOMO-LUMO gap = 8.66 eV
E_LUMO = -0.5 eV
E_tot = -54332.1981 eV

Structure (ORCA input):
```
! RIJCOSX wB97M-V def2-TZVPD def2/J DEFGRID3
* xyz 0 1
O 18.41 16.32 -22.84
H 18.29 17.25 -22.68
H 17.58 16.03 -23.22
O 16.92 21.81 -13.99
H 17.76 21.68 -13.56
H 17.11 21.74 -14.93
O 23.97 20.63 -16.66
H 23.86 21.44 -17.16
H 24.36 20.01 -17.28
O 22.33 19.62 -21.93
H 22.18 19.66 -22.88
H 23.09 19.04 -21.83
O 20.43 13.63 -21.09
H 20.71 14.37 -21.63
H 19.90 14.02 -20.40
O 18.02 14.45 -19.79
H 17.59 14.33 -20.64
H 17.62 15.23 -19.42
O 23.85 17.90 -18.28
H 24.01 16.97 -18.12
H 23.23 17.91 -19.01
O 17.22 21.64 -17.06
H 17.96 21.03 -17.17
H 16.91 21.79 -17.95
O 21.37 21.78 -20.41
H 21.80 21.17 -21.00
H 21.80 22.62 -20.55
O 19.04 21.38 -12.46
H 20.00 21.41 -12.50
H 18.84 21.15 -11.56
O 18.03 19.04 -22.48
H 18.54 19.32 -21.72
H 17.15 18.90 -22.13
C 17.23 26.46 -21.55
C 16.96 24.97 -21.51
C 17.17 24.41 -20.09
O 17.13 22.99 -19.96
C 18.33 22.41 -20.47
N 15.60 24.86 -22.08
H 16.78 26.90 -20.66
H 16.78 26.90 -22.44
H 18.31 26.57 -21.61
H 17.72 24.52 -22.15
H 16.39 24.83 -19.46
H 18.06 24.92 -19.72
H 18.38 22.39 -21.56
H 18.35 21.37 -20.14
H 19.25 22.73 -19.98
H 15.36 23.88 -22.14
H 14.89 25.31 -21.51
C 19.84 17.23 -19.61
C 19.52 18.70 -19.26
C 20.33 19.27 -18.10
O 19.56 20.11 -17.24
C 20.27 20.66 -16.12
N 19.78 19.44 -20.51
H 19.77 16.53 -18.78
H 20.80 17.07 -20.09
H 19.02 16.86 -20.24
H 18.50 18.56 -18.91
H 21.30 19.61 -18.44
H 20.76 18.42 -17.57
H 20.64 20.00 -15.34
H 19.68 21.32 -15.47
H 21.18 21.15 -16.47
H 20.75 19.29 -20.72
H 19.87 20.43 -20.34
C 23.23 25.17 -16.51
C 22.51 23.90 -16.97
C 21.05 24.19 -17.45
O 20.27 24.69 -16.42
C 18.96 24.90 -16.78
N 23.22 23.23 -18.03
H 23.45 25.93 -17.25
H 24.24 25.01 -16.14
H 22.71 25.56 -15.63
H 22.56 23.21 -16.13
H 20.64 23.30 -17.93
H 21.10 24.83 -18.33
H 18.48 23.92 -16.71
H 18.83 25.42 -17.73
H 18.30 25.37 -16.04
H 23.30 23.94 -18.75
H 22.57 22.65 -18.53
C 19.37 12.68 -16.93
C 20.64 13.32 -16.38
C 20.56 14.84 -16.06
O 21.88 15.25 -15.71
C 21.99 16.53 -15.12
N 21.02 12.62 -15.11
H 19.61 11.70 -17.33
H 18.81 13.24 -17.69
H 18.65 12.64 -16.11
H 21.48 13.13 -17.05
H 19.81 15.18 -15.35
H 20.31 15.40 -16.97
H 23.01 16.82 -14.85
H 21.45 16.40 -14.18
H 21.54 17.30 -15.74
H 20.29 12.46 -14.43
H 21.50 13.38 -14.65
*
```

---

Record 4
Molecular formula: C46H54CrNOP2S
Method: DFT, ωB97M-V/def2-TZVPD

Output
<S²> = 0.79
HOMO energy (spin up / spin down) = -6.135 / -6.202 eV
HOMO-LUMO gap (spin up / spin down) = 5.90 / 5.96 eV
E_LUMO (spin up / spin down) = -0.2 / -0.2 eV
E_tot = -109947.6093 eV

Structure (ORCA input):
```
! RIJCOSX wB97M-V def2-TZVPD def2/J DEFGRID3
* xyz 0 2
Cr -0.66 -0.02 0.48
C -3.71 -2.07 1.93
C -2.99 -2.85 0.83
C -3.65 -2.63 -0.52
P -1.22 -2.26 0.75
C -0.39 -3.52 -0.36
C -0.50 -5.00 -0.01
C 1.07 -3.10 -0.50
C -0.64 -2.50 2.45
C -0.41 -3.72 3.07
C 0.23 -3.77 4.30
C 0.67 -2.59 4.88
C 0.39 -1.37 4.30
C -0.35 -1.28 3.11
N -0.76 -0.11 2.53
C -1.05 0.97 3.30
C -1.39 0.90 4.67
C -1.66 2.03 5.40
C -1.61 3.29 4.82
C -1.38 3.39 3.46
C -1.15 2.25 2.69
P -1.02 2.23 0.89
C -2.67 2.88 0.26
C -3.78 2.15 1.02
C -2.89 4.39 0.31
C 0.18 3.60 0.51
C 1.46 3.30 1.28
C 0.43 3.66 -1.00
H -4.77 -2.33 1.94
H -3.30 -2.29 2.91
H -3.62 -1.00 1.75
H -3.01 -3.92 1.09
H -3.44 -1.61 -0.87
H -3.27 -3.33 -1.27
H -4.73 -2.76 -0.45
H -0.89 -3.34 -1.32
H 0.18 -5.26 0.79
H -1.51 -5.27 0.29
H -0.23 -5.60 -0.88
H 1.61 -3.32 0.42
H 1.55 -3.64 -1.32
H 1.14 -2.03 -0.70
H -0.76 -4.63 2.61
H 0.40 -4.72 4.78
H 1.25 -2.63 5.79
H 0.76 -0.47 4.77
H -1.47 -0.07 5.14
H -1.92 1.94 6.45
H -1.77 4.18 5.42
H -1.39 4.36 2.99
H -2.70 2.56 -0.79
H -3.83 2.51 2.05
H -4.74 2.31 0.55
H -3.57 1.08 1.04
H -2.86 4.76 1.33
H -2.16 4.93 -0.29
H -3.88 4.62 -0.09
H -0.25 4.55 0.85
H 1.85 2.33 0.97
H 2.21 4.06 1.08
H 1.26 3.27 2.35
H 0.80 2.69 -1.35
H -0.47 3.89 -1.55
H 1.18 4.42 -1.23
C 3.19 -1.88 2.34
S 2.64 -0.12 2.26
O 1.75 -0.07 1.08
C 4.28 0.41 1.67
C 4.60 0.32 0.33
C 5.88 0.66 -0.10
C 6.82 1.10 0.82
C 6.48 1.22 2.16
C 5.21 0.88 2.59
H 3.65 -2.14 1.39
H 2.32 -2.50 2.55
H 3.92 -1.98 3.14
H 3.86 -0.02 -0.37
H 6.14 0.56 -1.14
H 7.82 1.34 0.49
H 7.22 1.57 2.87
H 4.94 0.96 3.63
C -0.53 0.06 -1.40
C -0.34 0.08 -2.63
C -0.24 0.09 -3.99
C -1.48 -0.06 -4.74
C -2.69 0.36 -4.16
C -3.89 0.13 -4.79
C -3.93 -0.52 -6.01
C -2.75 -0.95 -6.59
C -1.54 -0.71 -5.97
C 1.07 0.21 -4.61
C 2.21 -0.19 -3.90
C 3.47 -0.02 -4.44
C 3.63 0.56 -5.69
C 2.51 0.98 -6.39
C 1.25 0.80 -5.86
H -2.66 0.86 -3.20
H -4.81 0.47 -4.32
H -4.88 -0.71 -6.50
H -2.77 -1.47 -7.54
H -0.62 -1.08 -6.42
H 2.09 -0.64 -2.92
H 4.34 -0.35 -3.88
H 4.62 0.69 -6.10
H 2.63 1.46 -7.34
H 0.39 1.16 -6.41
*
```